[1]
Formula: C2H5N2O
Source: OMol25
Level of theory: ωB97M-V/def2-TZVPD

The geometry in XYZ format:
```
10
Properties=species:S:1:pos:R:3:forces:R:3
C -2.00333 -0.20540 -0.04385 -2.181 -1.896 -2.823
C 0.43752 0.13955 0.08442 1.350 -6.299 -1.747
N -0.81251 0.06186 0.13366 1.056 0.162 1.305
N 1.30252 1.04185 -0.04213 3.067 3.144 -0.648
O 1.36403 -1.37876 -0.13883 -2.784 3.993 3.486
H -2.73332 -0.61471 0.68207 0.664 0.909 0.239
H -2.36566 -0.30132 -1.14714 0.480 0.498 1.808
H 1.00414 2.05108 -0.04488 0.796 -1.365 -0.085
H 2.28670 0.71287 -0.36025 -2.260 1.007 0.955
H 1.51990 -1.50701 0.87692 -0.187 -0.153 -2.489
```
Positions in Å, forces in eV/Å.

Computed properties:
Calculated total energy ... -7172.385 eV
Net charge ... +1
Largest force on an atom ... 6.675 eV/Å
ΔE to the lowest compared entry with this formula, charge and spin ... 84.1 kcal/mol
HOMO-LUMO gap ... 9.78 eV

***

[2]
Formula: C2H5N2O2
Source: OMol25
Level of theory: ωB97M-V/def2-TZVPD

The geometry in XYZ format:
```
11
Properties=species:S:1:pos:R:3:forces:R:3
N 0.66714 -0.82731 0.10800 -0.150 0.379 0.019
C 1.91899 -0.41944 0.35604 0.942 0.626 -1.299
N 3.00081 -0.99128 -0.07079 -0.450 -0.634 0.958
H 0.55435 -1.42892 -0.69414 -0.058 -0.252 0.212
H -0.04922 -0.09268 0.17340 0.006 -0.173 -0.393
H 2.00615 0.60165 0.74226 -0.390 -0.292 0.908
H 3.76443 -0.58970 0.46689 0.211 0.290 -0.555
O -1.04572 1.42758 -0.40922 0.024 -0.139 0.245
C -2.14852 0.96373 -0.00997 0.310 0.337 -0.324
O -2.51685 -0.21968 0.02946 -0.160 0.013 0.129
H -2.85369 1.76398 0.33348 -0.287 -0.155 0.101
```
Positions in Å, forces in eV/Å.

Computed properties:
Calculated total energy ... -9231.791 eV
Net charge ... -1
Largest force on an atom ... 1.723 eV/Å
ΔE to the lowest compared entry with this formula, charge and spin ... 8.5 kcal/mol
HOMO-LUMO gap ... 8.76 eV

***

[3]
Formula: C2H5N2O4
Source: OMol25
Level of theory: ωB97M-V/def2-TZVPD

The geometry in XYZ format:
```
13
Properties=species:S:1:pos:R:3:forces:R:3
C -1.38485 -0.37062 -2.10173 0.211 0.065 -0.235
C 0.56980 -0.45210 0.40868 -1.488 1.882 1.288
N -0.81641 0.68385 -1.31688 1.034 1.345 -1.754
N -0.61554 0.58063 0.04743 1.328 -2.070 0.175
O -1.47274 -0.14177 -3.31794 -0.027 -0.227 0.537
O -1.71455 -1.40632 -1.43674 0.043 0.511 -0.218
O 0.14534 -1.70998 0.24270 -1.499 0.594 -1.789
O 0.74401 -0.21239 1.75988 1.244 0.813 1.400
H 1.54611 -0.25887 -0.05300 -0.161 0.374 -0.419
H -0.03291 1.25110 -1.73232 -1.483 -1.211 -0.266
H -0.49504 1.56293 0.25658 0.800 -0.273 1.096
H -0.71967 -1.49736 -0.38665 0.346 -1.595 0.235
H -0.11565 -0.00618 2.13143 -0.351 -0.208 -0.048
```
Positions in Å, forces in eV/Å.

Computed properties:
Calculated total energy ... -13325.977 eV
Net charge ... -1
Largest force on an atom ... 2.723 eV/Å
SMILES string ... O=C([O-])NNC(O)O
ΔE to the lowest compared entry with this formula, charge and spin ... 70.2 kcal/mol
HOMO-LUMO gap ... 8.26 eV

***

[4]
Formula: C2H5N2P
Source: OMol25
Level of theory: ωB97M-V/def2-TZVPD

The geometry in XYZ format:
```
10
Properties=species:S:1:pos:R:3:forces:R:3
C -0.82883 0.09195 -0.78815 -1.884 1.117 -0.914
C -0.74068 0.38793 0.72499 -1.046 -1.166 -0.696
N 0.25592 -0.30275 -0.05868 4.639 -1.537 2.091
N 3.06019 -0.66743 0.82123 -5.651 0.703 -1.435
P 1.99071 -0.64366 -0.43669 0.243 0.442 2.256
H -1.52752 -0.70779 -1.11758 0.361 0.671 0.224
H -0.74398 0.94904 -1.47047 0.003 -0.370 0.142
H -0.49710 1.35657 1.11797 0.083 0.423 -0.246
H -1.51604 -0.15847 1.32444 1.286 0.119 -0.375
H 3.96232 -0.73388 0.46107 1.966 -0.402 -1.047
```
Positions in Å, forces in eV/Å.

Computed properties:
Calculated total energy ... -14421.524 eV
Largest force on an atom ... 5.872 eV/Å
SMILES string ... [H]/N=P/N1CC1
ΔE to the lowest compared entry with this formula, charge and spin ... 38.3 kcal/mol
HOMO-LUMO gap ... 9.25 eV

***

[5]
Formula: C2H5N2S
Source: OMol25
Level of theory: ωB97M-V/def2-TZVPD

The geometry in XYZ format:
```
10
Properties=species:S:1:pos:R:3:forces:R:3
C -0.55797 -0.18856 0.05061 0.154 0.647 0.025
C 1.72846 -0.25510 -0.30238 -3.561 2.404 0.971
N 0.28092 0.82734 0.10411 3.623 -2.947 -1.073
N -1.85865 -0.14817 0.23833 -0.129 -0.295 -0.034
S 0.43748 -1.55576 -0.34994 -0.015 -0.046 -0.060
H 2.10310 0.07337 -1.26020 0.052 0.024 -0.059
H 2.40632 -0.27059 0.53832 0.004 0.009 0.080
H 0.22350 1.76663 0.45681 -0.211 0.191 0.075
H -2.33644 0.71972 0.43544 0.067 -0.034 0.002
H -2.42672 -0.96888 0.08890 0.017 0.045 0.073
```
Positions in Å, forces in eV/Å.

Computed properties:
Calculated total energy ... -15962.428 eV
Net charge ... +1
Largest force on an atom ... 4.791 eV/Å
ΔE to the lowest compared entry with this formula, charge and spin ... 11.8 kcal/mol
HOMO-LUMO gap ... 10.33 eV

***

[6]
Formula: C2H5N2S
Source: OMol25
Level of theory: ωB97M-V/def2-TZVPD

The geometry in XYZ format:
```
10
Properties=species:S:1:pos:R:3:forces:R:3
C -0.10325 0.26281 0.24151 -2.683 -0.437 1.157
C -0.56357 -1.56771 -1.75375 -0.127 -1.055 -1.253
N 0.84078 0.98327 -0.18025 3.631 3.218 0.983
N -0.34268 0.10353 1.51785 1.354 0.982 2.314
S -0.71205 -2.62665 -2.82090 0.028 0.104 0.173
H -0.71748 -0.15802 -0.52633 -0.394 -0.436 0.316
H -1.18723 -0.25260 1.97096 0.428 -0.049 -0.850
H 1.07403 1.09516 -1.15094 -0.153 -0.101 -0.208
H 1.35844 1.61318 0.50748 -0.629 -1.297 -1.508
H 0.35301 0.54703 2.19437 -1.456 -0.931 -1.123
```
Positions in Å, forces in eV/Å.

Computed properties:
Calculated total energy ... -15961.748 eV
Net charge ... +1
Largest force on an atom ... 4.951 eV/Å
ΔE to the lowest compared entry with this formula, charge and spin ... 27.4 kcal/mol
HOMO-LUMO gap ... 11.05 eV

***

[7]
Formula: C2H5N2S
Source: OMol25
Level of theory: ωB97M-V/def2-TZVPD

The geometry in XYZ format:
```
10
Properties=species:S:1:pos:R:3:forces:R:3
C 1.00717 -0.24232 -0.10877 -5.081 0.978 -0.020
C -0.40131 0.51014 0.20041 -0.653 -1.075 1.725
N -1.86013 0.73933 -0.15856 2.574 -1.571 -2.426
N 1.47636 -1.42729 0.00569 4.218 2.749 -1.538
S 1.20075 1.37155 -0.23447 0.703 0.995 -0.337
H -0.40446 0.36024 1.30571 -0.258 0.760 -0.739
H -2.19443 1.55342 0.32789 0.067 0.235 0.139
H 0.86028 -2.18051 0.10110 -0.513 -1.711 0.131
H -2.21869 0.70590 -1.17610 1.328 0.152 2.194
H 2.53446 -1.39044 -0.26289 -2.386 -1.511 0.871
```
Positions in Å, forces in eV/Å.

Computed properties:
Calculated total energy ... -15960.844 eV
Net charge ... +1
Largest force on an atom ... 5.264 eV/Å
ΔE to the lowest compared entry with this formula, charge and spin ... 48.3 kcal/mol
HOMO-LUMO gap ... 9.59 eV

***

[8]
Formula: C2H5N2S3
Source: OMol25
Level of theory: ωB97M-V/def2-TZVPD

The geometry in XYZ format:
```
12
Properties=species:S:1:pos:R:3:forces:R:3
C 0.15021 0.67707 0.59662 1.116 -0.397 1.388
C -0.54385 -1.02250 -1.05477 1.921 2.730 2.090
N -0.69987 0.12398 -0.31123 -0.159 -1.056 0.084
N -0.07113 1.96852 0.92815 -3.030 -0.954 -4.581
S 1.39713 0.00569 1.61103 -0.137 0.587 -0.783
S 1.26654 -1.86401 1.97444 -0.298 -0.780 -0.289
S 0.95832 -1.72082 -1.28825 0.972 1.256 2.101
H -1.34101 -1.37574 -1.59169 -2.035 -0.533 -1.045
H -1.56697 0.66387 -0.35026 -0.105 -0.636 -0.380
H -0.44247 2.51651 0.12877 0.611 0.095 1.219
H 0.46068 2.40277 1.58009 1.809 1.570 2.377
H 0.43243 -2.37533 -2.22290 -0.664 -1.880 -2.182
```
Positions in Å, forces in eV/Å.

Computed properties:
Calculated total energy ... -37632.213 eV
Net charge ... +1
Largest force on an atom ... 5.575 eV/Å
ΔE to the lowest compared entry with this formula, charge and spin ... 31.4 kcal/mol
HOMO-LUMO gap (spin up / spin down) ... 7.07 / 5.84 eV